This record from the Open Molecules 2025 dataset describes a cluster of 14 separate species, C27H53Cl27NO in total. The level of theory is the ωB97M-V functional and the def2-TZVPD basis.

The molar mass is 1365.0 g/mol. Its spin multiplicity is 2. Its net charge is 0. The orbital gap (alpha / beta) comes out at 8.101 / 9.493 eV. The total energy comes out at -13615.6663 Ha. The value obtained for the LUMO energy (alpha / beta) is 0.4 / 0.4 eV.

Geometry as XYZ:
```
109
Properties=species:S:1:pos:R:3:mulliken_spin:R:1
C -4.37143 -2.41822 -2.48280 0.019
C -3.22452 -3.29219 -2.97734 -0.007
C -2.60962 -4.35756 -2.02576 0.000
C -2.21448 -5.58520 -2.87212 0.001
C -3.35869 -6.46524 -3.39665 0.000
C -3.66937 -6.35604 -4.87699 0.000
Cl -2.25542 -6.77254 -5.88851 0.000
C -1.29313 -3.83248 -1.43503 0.019
C -1.39462 -2.71170 -0.38803 -0.035
C -1.20918 -1.32009 -1.03654 0.023
C -0.32452 -2.90825 0.69399 0.032
N -2.74850 -2.70937 0.23900 0.356
O -2.90154 -1.84420 1.15872 0.532
C -3.51298 -3.97144 0.42033 -0.018
C -4.94140 -3.60407 0.80856 0.018
C -2.89099 -4.76801 1.57187 0.051
C -3.51798 -4.81095 -0.87795 0.036
H -5.20857 -3.01621 -2.12344 0.002
H -4.06460 -1.71183 -1.71211 -0.011
H -4.74735 -1.84388 -3.32876 0.002
H -3.57548 -3.76789 -3.89162 0.000
H -2.41617 -2.63186 -3.29784 0.003
H -1.58724 -6.20748 -2.23404 0.000
H -1.60873 -5.22339 -3.70480 0.000
H -4.28867 -6.27487 -2.85682 0.000
H -3.10609 -7.51137 -3.21437 0.000
H -4.45741 -7.05038 -5.15699 0.000
H -3.98714 -5.35882 -5.16790 0.000
H -0.73853 -4.67701 -1.01626 -0.001
H -0.68263 -3.46823 -2.26327 0.001
H -0.22327 -0.91580 -0.81194 -0.004
H -1.30911 -1.36253 -2.11907 -0.004
H -1.94071 -0.61999 -0.63996 0.006
H -0.17850 -3.96208 0.93248 -0.005
H -0.59341 -2.38824 1.61160 -0.004
H 0.63215 -2.53434 0.33581 0.003
H -5.48724 -4.52131 1.03415 -0.001
H -5.45350 -3.09329 -0.00412 -0.001
H -4.94778 -2.97440 1.69422 0.001
H -1.92694 -5.19372 1.29180 -0.008
H -3.55985 -5.58584 1.84171 0.000
H -2.75216 -4.12580 2.44081 -0.002
H -4.54626 -4.92181 -1.22273 -0.004
H -3.19174 -5.82026 -0.60343 0.000
C 3.56597 -0.13704 0.15179 0.000
Cl 2.96835 -1.33631 1.30307 0.000
Cl 2.70736 -0.21365 -1.39771 0.000
H 3.41295 0.85407 0.55885 0.000
H 4.61463 -0.32714 -0.03794 0.000
C 3.03333 4.07394 1.85553 0.000
Cl 3.69237 3.40196 0.35045 0.000
Cl 4.27585 4.31093 3.08079 0.000
H 2.59034 5.03554 1.62730 0.000
H 2.29673 3.37911 2.24003 0.000
C -2.69202 -1.41959 -6.64611 0.000
Cl -3.08355 -0.37626 -5.27544 0.000
Cl -3.38455 -3.04320 -6.50112 0.000
H -3.09239 -0.96411 -7.54320 0.000
H -1.61514 -1.52084 -6.70300 0.000
C -8.19565 -0.63883 -3.41257 0.000
Cl -8.19790 -2.01426 -2.30159 0.000
Cl -6.87281 -0.70861 -4.58248 0.000
H -9.13358 -0.64139 -3.95495 0.000
H -8.09023 0.26730 -2.82892 0.000
C 1.48871 -5.68256 -4.31643 0.000
Cl 1.86215 -5.56915 -2.59174 0.000
Cl 0.61534 -4.26623 -4.91061 0.000
H 2.42004 -5.76093 -4.86291 0.000
H 0.85707 -6.54941 -4.47363 0.000
C 4.29134 8.30817 3.43746 0.000
Cl 2.74502 7.58325 2.99024 0.000
Cl 4.70831 9.69734 2.41943 0.000
H 4.21401 8.65372 4.46083 0.000
H 5.06554 7.55958 3.33580 0.000
C 6.10609 7.01009 6.85670 0.000
Cl 6.56809 6.30202 5.30185 0.000
Cl 4.35974 7.19379 7.02589 0.000
H 6.46238 6.36479 7.65033 0.000
H 6.55559 7.99291 6.92282 0.000
C 6.88842 12.46293 3.71335 0.000
Cl 8.02577 12.72693 2.38984 0.000
Cl 7.69417 12.03174 5.23273 0.000
H 6.33460 13.37834 3.87926 0.000
H 6.23815 11.64054 3.45068 0.000
C 10.78263 11.95567 6.29820 0.000
Cl 10.10468 10.90227 7.54974 0.000
Cl 12.54403 12.06383 6.38862 0.000
H 10.51749 11.54755 5.33055 0.000
H 10.37301 12.94873 6.43505 0.000
C 5.15335 2.16003 -2.96659 0.000
Cl 5.83870 2.22776 -4.59272 0.000
Cl 6.24586 1.38298 -1.80796 0.000
H 4.97380 3.17360 -2.62880 0.000
H 4.23769 1.58267 -2.99919 0.000
C -1.78744 -8.49641 0.65616 0.000
Cl -1.36450 -8.66564 -1.05265 0.000
Cl -3.53719 -8.48881 0.91066 0.000
H -1.37165 -9.33923 1.19406 0.000
H -1.38296 -7.55783 1.01652 0.000
C -11.10553 -3.04944 -4.46543 0.000
Cl -11.68026 -1.88918 -3.25909 0.000
Cl -11.80931 -4.65349 -4.24511 0.000
H -11.38493 -2.68592 -5.44652 0.000
H -10.02966 -3.13640 -4.36027 0.000
C 7.04431 8.66830 10.45378 0.000
Cl 5.48382 7.84729 10.30781 0.000
Cl 7.35964 9.79147 9.12109 0.000
H 7.05616 9.22526 11.38218 0.000
H 7.82299 7.91565 10.43733 0.000
```